66
Properties=species:S:1:pos:R:3:lowdin_spin:R:1 method="wB97M-V/def2-TZVPD" homo_ev="-3.823 / -3.951" charge=-1 fmax_ev_per_a=3.94 spin_multiplicity=2 s2=0.77 de_lowest_ev=2.589
Ti 1.097 0.303 1.073 0.149
C -1.585 -0.295 -2.583 0.000
C -1.701 0.799 -1.545 0.001
C -2.558 0.568 -0.453 0.001
C -3.113 -0.827 -0.295 0.002
C -2.842 1.603 0.444 0.000
C -3.822 1.447 1.582 0.000
C -2.238 2.854 0.265 0.000
C -2.506 3.975 1.240 0.000
C -1.392 3.086 -0.819 0.000
C -0.816 4.464 -1.033 0.000
C -1.107 2.054 -1.721 0.001
C -0.239 2.349 -2.922 0.000
H -1.300 -1.247 -2.136 0.000
H -0.864 -0.073 -3.363 0.000
H -2.555 -0.431 -3.070 0.000
H -2.303 -1.505 -0.008 0.002
H -3.543 -1.197 -1.228 0.000
H -3.877 -0.904 0.470 0.000
H -4.621 2.186 1.489 0.000
H -3.328 1.595 2.544 0.000
H -4.270 0.461 1.612 0.000
H -2.775 3.598 2.223 0.000
H -3.324 4.617 0.895 0.000
H -1.620 4.593 1.367 0.000
H 0.109 4.583 -0.461 0.000
H -1.517 5.234 -0.715 0.000
H -0.594 4.646 -2.082 0.000
H -0.831 2.814 -3.716 0.000
H 0.207 1.445 -3.323 0.000
H 0.577 3.021 -2.666 0.000
C 2.912 1.011 -3.058 -0.003
C 2.204 -0.275 -2.738 0.010
N 1.971 -1.118 -3.746 0.111
C 1.400 -2.290 -3.463 -0.012
C 1.097 -2.731 -2.194 0.072
C 0.586 -4.124 -1.974 0.011
O 1.558 -4.981 -1.369 0.009
C 1.349 -1.863 -1.093 0.040
C 1.267 -2.310 0.247 0.238
N 1.731 -1.554 1.262 0.159
C 1.899 -1.988 2.560 0.008
C 1.263 -3.090 3.149 0.016
C 1.420 -3.363 4.493 -0.002
C 2.241 -2.580 5.292 0.018
C 2.933 -1.519 4.728 -0.002
C 2.751 -1.244 3.391 0.020
I 3.890 0.321 2.475 0.014
C 1.821 -0.550 -1.423 0.090
O 1.910 0.392 -0.480 0.024
H 2.579 1.390 -4.023 0.000
H 3.988 0.836 -3.124 -0.001
H 2.732 1.746 -2.276 0.000
H 1.201 -2.925 -4.323 -0.003
H 0.271 -4.548 -2.935 0.001
H -0.273 -4.131 -1.299 0.003
H 2.409 -4.781 -1.770 0.000
H 1.016 -3.346 0.439 0.014
H 0.603 -3.703 2.550 0.002
H 0.882 -4.196 4.927 -0.001
H 2.340 -2.781 6.350 0.001
H 3.587 -0.897 5.320 0.000
S 1.282 1.361 5.357 0.003
Sb -0.067 1.752 3.542 0.000
S -0.725 -0.331 2.478 0.008
S 1.223 2.595 1.664 -0.008

32
Properties=species:S:1:pos:R:3:lowdin_spin:R:1 method="wB97M-V/def2-TZVPD" homo_ev="-8.720 / -12.279" charge=+1 fmax_ev_per_a=5.98 spin_multiplicity=3 s2=2.02
C -1.137 2.193 0.452 0.095
C -0.624 -2.699 -0.610 0.159
C -0.682 0.924 -0.192 0.055
C -0.553 -1.674 -1.462 0.052
C 0.582 -0.724 -1.318 0.383
C -0.081 1.270 1.088 0.102
C -1.621 -1.491 -2.504 0.006
C -0.859 1.448 3.493 0.006
C 3.038 -0.461 -0.897 0.066
C 0.212 0.763 -1.419 0.045
C -0.431 0.521 2.314 0.002
N 1.762 -1.094 -0.935 0.220
I 1.898 2.172 1.118 0.703
H -2.119 1.946 0.881 0.008
H -1.027 3.209 0.081 0.000
H -1.391 -3.482 -0.486 0.011
H 0.151 -2.654 0.125 0.010
H -1.428 0.253 -0.165 0.007
H -1.085 -1.267 -3.441 0.000
H -2.056 -2.440 -2.772 0.000
H -2.147 -0.558 -2.348 0.000
H -1.537 2.298 3.138 0.000
H -0.038 1.975 4.012 0.002
H -1.392 0.885 4.132 0.000
H 3.895 -1.206 -1.151 0.008
H 3.241 0.233 -1.663 0.004
H 3.294 -0.029 0.113 0.034
H -0.321 0.862 -2.314 0.009
H 1.188 1.240 -1.285 0.004
H -1.106 -0.201 2.152 0.001
H 0.505 -0.110 2.627 0.001
H 1.870 -2.104 -0.764 0.006

7
Properties=species:S:1:pos:R:3:nbo_charge:R:1 method="wB97M-V/def2-TZVPD" homo_ev=-8.732 charge=0 fmax_ev_per_a=2.36 de_lowest_ev=6.222
C 1.538 -0.511 -0.476 -0.209
C 0.166 -0.858 -0.185 -0.823
O 1.789 -3.273 0.068 -1.075
I 2.932 -1.983 -0.393 1.301
H -0.349 -0.791 -1.152 0.291
H -0.232 -0.025 0.404 0.268
H -0.031 -1.828 0.276 0.247

5
Properties=species:S:1:pos:R:3:lowdin_spin:R:1 method="wB97M-V/def2-TZVPD" homo_ev="-8.158 / -10.641" charge=0 fmax_ev_per_a=3.27 spin_multiplicity=3 s2=2.02 de_lowest_ev=0.000
C 0.134 -0.253 0.533 0.107
N 0.113 -0.432 -0.687 0.954
Cl -0.367 1.134 -1.908 0.863
H 0.116 -1.165 1.150 0.041
H 0.004 0.715 0.912 0.035

32
Properties=species:S:1:pos:R:3:nbo_charge:R:1 method="wB97M-V/def2-TZVPD" homo_ev=-9.612 charge=0 fmax_ev_per_a=0.94
C 2.872 2.633 0.439 -0.610
C 2.974 1.160 0.038 -0.466
C 1.813 0.319 0.518 -0.142
I 2.432 -1.587 1.260 0.191
N 0.835 0.024 -0.568 -0.593
C 0.274 1.212 -1.341 -0.213
C -1.204 1.321 -1.058 -0.465
C -1.502 1.771 0.380 -0.542
I -2.903 3.325 0.331 0.116
H 3.836 3.008 0.729 0.232
H 2.535 3.245 -0.378 0.210
H 2.179 2.778 1.248 0.211
H 3.879 0.756 0.438 0.245
H 3.024 1.085 -1.039 0.212
H 1.276 0.754 1.335 0.230
H 0.018 -0.493 -0.151 0.504
H 1.263 -0.641 -1.206 0.434
H 0.449 1.009 -2.381 0.224
H 0.803 2.114 -1.090 0.218
H -1.669 0.388 -1.281 0.254
H -1.599 2.063 -1.727 0.241
H -1.966 1.021 0.981 0.260
H -0.601 2.112 0.856 0.197
N -2.358 -3.273 -0.413 -1.232
S -1.680 -4.517 0.354 2.529
O -2.462 -5.001 1.426 -0.912
O -0.278 -4.350 0.520 -0.941
F -1.856 -5.539 -0.818 -0.483
S -2.498 -1.944 0.363 2.539
O -3.346 -1.023 -0.317 -0.944
O -1.257 -1.408 0.888 -1.020
F -3.284 -2.321 1.663 -0.483

44
Properties=species:S:1:pos:R:3:nbo_charge:R:1 method="wB97M-V/def2-TZVPD" homo_ev=-9.555 smiles="NC1=C(I)C(=O)OC1=O.O=S1(=O)OCCO1.O=S1(=O)OCCO1.O=S1(=O)OCCO1" charge=0 fmax_ev_per_a=1.85
N 0.202 -2.447 3.072 -0.747
C -1.052 -1.912 3.161 0.074
C -1.535 -0.748 2.757 -0.334
I -0.489 0.772 1.807 0.239
C -2.955 -0.701 3.142 0.733
O -3.681 0.244 3.077 -0.505
O -3.315 -1.928 3.658 -0.487
C -2.154 -2.640 3.805 0.745
O -2.082 -3.686 4.387 -0.508
H 0.870 -1.702 3.224 0.387
H 0.319 -3.091 3.851 0.395
O -0.267 3.975 -0.374 -0.881
S 1.047 3.726 0.079 2.549
O 1.597 2.414 0.099 -0.922
O 1.220 4.378 1.527 -0.684
C 2.310 5.314 1.525 -0.099
C 2.356 5.834 0.105 -0.102
O 2.064 4.680 -0.700 -0.687
H 3.225 4.780 1.787 0.196
H 2.123 6.097 2.253 0.219
H 3.326 6.238 -0.165 0.221
H 1.583 6.584 -0.075 0.200
O -1.194 -3.102 -1.222 -0.901
S -1.726 -4.368 -0.884 2.550
O -1.010 -5.567 -1.104 -0.889
O -3.185 -4.491 -1.537 -0.686
C -4.168 -4.732 -0.522 -0.098
C -3.606 -4.061 0.713 -0.106
O -2.199 -4.328 0.648 -0.693
H -4.268 -5.810 -0.383 0.195
H -5.123 -4.314 -0.826 0.214
H -4.016 -4.462 1.636 0.220
H -3.755 -2.979 0.685 0.192
O 3.957 -0.123 -5.358 -0.899
S 3.248 1.042 -4.978 2.548
O 3.065 2.125 -5.872 -0.899
O 3.877 1.587 -3.608 -0.693
C 2.864 1.668 -2.594 -0.097
C 1.876 0.582 -2.956 -0.102
O 1.817 0.627 -4.391 -0.686
H 2.405 2.657 -2.643 0.188
H 3.305 1.519 -1.615 0.220
H 0.890 0.753 -2.536 0.221
H 2.234 -0.405 -2.655 0.197

Q: Which value of charge does entry 6 give?
A: 0

Q: The highest charge belongs to which entry?
A: C11H19IN